Record 1
Density functional theory data (the ωB97M-V functional and the def2-TZVPD basis) for a molecular structure, C4H4O5Pt in a non-equilibrium geometry.

Summary:
Kohn-Sham gap (spin up / spin down), eV: 7.96 / 5.87
Electronic energy, hartree: -650.137346
Spin multiplicity: 3
HOMO level (spin up / spin down), eV: -9.352 / -9.916
Energy above the lowest of the compared OMol25 structures with the same formula, charge and spin, kJ/mol: 7.5

The geometry in XYZ format:
```
14
Properties=species:S:1:pos:R:3:mulliken_spin:R:1
O 1.279 2.223 0.199 0.019
C 1.324 1.307 0.983 -0.004
O 1.715 1.137 2.117 0.001
O 0.519 -0.141 0.451 0.048
C -0.914 0.033 0.196 0.201
H -1.270 0.808 0.893 -0.033
C -1.132 0.550 -1.218 -0.035
H -0.619 1.509 -1.405 0.019
H -0.804 -0.171 -1.982 0.010
H -2.201 0.758 -1.382 0.006
C 1.150 -1.865 0.242 0.013
O 0.167 -2.567 0.421 0.050
O 2.273 -1.879 -0.122 0.032
Pt -1.487 -1.701 0.607 1.674
```

Record 2
Density functional theory data (the ωB97M-V functional and the def2-TZVPD basis) for a gas-phase ion, C4H4O5S (charge -2) in a non-equilibrium geometry.

Summary:
Kohn-Sham gap, eV: 7.50
Electronic energy, hartree: -929.190864
Spin multiplicity: 1
Net charge: -2
HOMO level, eV: -1.259
Energy above the lowest of the compared OMol25 structures with the same formula, charge and spin, kJ/mol: 20.8

The geometry in XYZ format:
```
14
Properties=species:S:1:pos:R:3:nbo_charge:R:1
C -0.598 1.081 0.219 -0.093
C 0.736 0.573 -0.284 -0.273
C 2.702 -1.022 -0.150 0.712
C 1.386 -0.444 0.262 -0.249
O 2.737 -2.227 0.054 -0.776
O -1.476 0.111 0.721 -0.772
O 3.600 -0.258 -0.488 -0.788
O -3.422 0.534 -0.981 -1.058
O -3.610 -1.413 0.479 -1.042
S -2.635 -0.609 -0.392 1.638
H -0.495 1.834 1.201 0.142
H -1.101 1.766 -0.566 0.177
H 1.226 0.987 -1.258 0.190
H 0.950 -0.914 1.186 0.192
```